Entry from OMol25: a structure of composition C26H33As2N6O8RhS3 (ωB97M-V/def2-TZVPD).

Element x y z (Å)
Rh (-0.4325, 0.2064, 0.0408)
C (4.6498, 0.8471, 0.5887)
N (3.6175, 1.8770, 0.4831)
C (3.7558, 3.2051, 0.8420)
C (2.5789, 3.8061, 0.6240)
N (1.7079, 2.8350, 0.1081)
C (2.3719, 1.6492, 0.0505)
S (1.8171, 0.1295, -0.4562)
C (0.4099, 3.1616, -0.3466)
C (0.2259, 4.4446, -0.8490)
C (-1.0464, 4.8874, -1.1468)
C (-2.1131, 4.0346, -0.9164)
C (-1.8417, 2.7585, -0.4823)
N (-0.6030, 2.2904, -0.2407)
H (5.5764, 1.3230, 0.8946)
H (4.7945, 0.3649, -0.3753)
H (4.3515, 0.1040, 1.3257)
H (4.6760, 3.5954, 1.2383)
H (2.2651, 4.8121, 0.8278)
H (1.0821, 5.0804, -1.0153)
H (-1.1970, 5.8814, -1.5450)
H (-3.1359, 4.3341, -1.0915)
H (-2.6364, 2.0523, -0.3136)
C (-2.6882, -0.9519, 4.7003)
N (-1.9333, -0.1745, 3.7263)
C (-0.7637, -0.5114, 3.2309)
N (-0.1767, -1.6514, 3.5506)
S (0.1037, 0.6391, 2.2279)
H (-3.3811, -0.2872, 5.2076)
H (-2.0182, -1.3665, 5.4530)
H (-3.2507, -1.7575, 4.2261)
H (-2.3513, 0.6700, 3.3493)
H (-0.6132, -2.3506, 4.1318)
H (0.7033, -1.8755, 3.1135)
C (-5.9823, 2.8433, 2.3227)
O (-5.7515, 1.9377, 1.2189)
C (-4.6139, 1.2832, 1.1838)
O (-3.7069, 1.4325, 1.9855)
C (-4.5204, 0.2532, 0.1117)
C (-5.5410, -0.1439, -0.6540)
As (-5.6253, -1.8377, -1.6394)
C (-6.6109, -1.2578, -3.2222)
C (-3.8153, -1.7778, -2.3720)
C (-2.7581, -1.3886, -1.6640)
As (-2.8003, -0.6454, 0.1218)
C (-3.1613, -2.2151, 1.2198)
C (-1.4069, -1.4053, -2.2835)
O (-0.8905, -2.2819, -2.8800)
O (-0.7376, -0.1520, -2.1190)
C (-1.3369, 0.8408, -2.9983)
C (-3.6726, -2.0797, -3.8456)
O (-3.5367, -1.1528, -4.5982)
O (-3.7876, -3.3257, -4.2666)
C (-3.6662, -4.4108, -3.3259)
C (-6.8928, 0.5118, -0.6567)
O (-7.8412, 0.0291, -0.1020)
O (-6.8889, 1.6091, -1.4027)
C (-8.1680, 2.2768, -1.5079)
H (-7.0599, 2.9161, 2.4197)
H (-5.5537, 3.8137, 2.0834)
H (-5.5346, 2.4505, 3.2306)
H (-7.6467, -1.0972, -2.9274)
H (-6.5847, -2.0749, -3.9427)
H (-6.1851, -0.3611, -3.6647)
H (-4.1894, -2.1845, 1.5757)
H (-2.4583, -2.2373, 2.0461)
H (-2.9980, -3.1019, 0.6120)
H (-0.6372, 1.6702, -3.0435)
H (-2.3070, 1.1627, -2.6184)
H (-1.4620, 0.4009, -3.9856)
H (-3.5573, -5.3051, -3.9297)
H (-4.5657, -4.4971, -2.7148)
H (-2.7805, -4.2813, -2.7054)
H (-7.9726, 3.1995, -2.0420)
H (-8.5672, 2.4736, -0.5161)
H (-8.8648, 1.6522, -2.0624)
S (1.2452, -4.0544, -0.1542)
C (0.4054, -2.7383, 0.0985)
N (-0.2741, -1.7863, 0.3247)

Cartesian forces (eV/Å) of the 2 atoms listed first:
0.0090 -0.3664 -0.0869
0.0183 -0.0035 -0.0085

Values from the calculation:
- net charge = +2
- HOMO energy (eV) = -13.061

Here are the Mulliken charges for atoms 1 to 6, given in e:
1 Rh 0.65
2 C -0.87
3 N 0.22
4 C -0.61
5 C -0.52
6 N 0.50



Entry from OMol25: a structure of composition C26H33Br12FO12 at a distorted geometry (ωB97M-V/def2-TZVPD).

Element x y z (Å)
C (-0.6516, -3.0391, -3.1703)
C (0.3616, -3.0643, -2.0623)
C (1.0767, -4.4089, -1.8894)
O (2.4389, -4.0579, -1.6601)
C (2.6279, -2.7574, -1.9839)
O (3.6668, -2.1924, -1.9073)
O (1.4744, -2.1980, -2.4194)
H (-1.5060, -3.6581, -2.9006)
H (-0.1865, -3.3021, -4.1196)
H (-1.0243, -2.0182, -3.2962)
H (-0.0431, -2.6830, -1.1248)
H (1.0181, -5.0421, -2.7749)
H (0.6762, -4.9354, -1.0253)
C (-2.2296, 3.0896, 0.5089)
C (-2.2105, 1.5846, 0.3905)
C (-1.8551, 1.0432, -0.9884)
O (-1.0052, -0.0713, -0.7174)
C (-0.5410, 0.0172, 0.5509)
O (0.2915, -0.7022, 0.9984)
O (-1.2032, 0.9701, 1.2416)
H (-2.7938, 3.4679, -0.3474)
H (-1.2167, 3.4811, 0.4491)
H (-2.7223, 3.4440, 1.4116)
H (-3.1528, 1.1929, 0.7860)
H (-1.2975, 1.7466, -1.6104)
H (-2.7327, 0.7091, -1.5360)
C (0.6496, 2.5108, -4.8799)
C (1.2240, 1.4217, -4.0071)
C (2.7749, 1.3659, -4.0027)
O (3.1446, 1.5221, -2.6457)
C (2.0565, 1.6664, -1.8790)
O (2.0773, 1.7951, -0.6973)
O (0.9226, 1.6673, -2.6281)
H (-0.3197, 2.8338, -4.5017)
H (0.5240, 2.1331, -5.8971)
H (1.3090, 3.3763, -4.9423)
H (0.8537, 0.4391, -4.2816)
H (3.2140, 2.1646, -4.6036)
H (3.1490, 0.4288, -4.4121)
C (3.4852, -1.8554, 1.6356)
C (3.9088, -0.4181, 1.8571)
C (2.7841, 0.4211, 2.4612)
O (3.3985, 1.1389, 3.5344)
C (4.5801, 0.5547, 3.8261)
O (5.2697, 0.8529, 4.7460)
O (4.8966, -0.3801, 2.9050)
H (2.9020, -1.9994, 0.7305)
H (3.0131, -2.2156, 2.5466)
H (4.3825, -2.4693, 1.4937)
H (4.3258, 0.0450, 0.9639)
H (1.9711, -0.1980, 2.8425)
H (2.3444, 1.0847, 1.7212)
F (1.8818, -4.4865, 4.3849)
C (1.0799, -4.9254, 3.3948)
C (0.5904, -4.0126, 2.4883)
C (-0.2174, -4.4954, 1.4771)
C (-0.5375, -5.8409, 1.3897)
C (-0.0321, -6.7361, 2.3292)
C (0.7716, -6.2656, 3.3481)
H (0.8556, -2.9749, 2.6310)
H (-0.7410, -3.7863, 0.8417)
H (-1.1805, -6.2118, 0.6013)
H (-0.2960, -7.7783, 2.2119)
H (1.1253, -6.9036, 4.1495)
C (-3.2565, 6.8020, 0.8442)
Br (-4.2666, 6.1509, -0.6562)
Br (-4.2921, 8.1264, 1.7809)
Br (-1.5384, 7.4774, 0.3616)
H (-3.0848, 5.9793, 1.5219)
C (-4.8628, -1.1694, -2.4668)
Br (-3.7955, -0.3480, -3.8559)
Br (-5.9661, 0.1405, -1.5985)
Br (-3.7955, -2.0984, -1.1727)
H (-5.5066, -1.8745, -2.9684)
C (-5.4087, 3.0881, 2.9238)
Br (-6.2671, 1.7263, 3.9831)
Br (-5.8390, 4.8385, 3.5406)
Br (-5.8436, 2.8984, 1.0737)
H (-4.3494, 2.9233, 3.0515)
C (1.8536, 5.0140, 2.4032)
Br (0.9453, 3.3563, 2.1497)
Br (0.9104, 6.1685, 3.6177)
Br (2.1326, 5.9052, 0.7127)
H (2.8288, 4.8101, 2.8179)

Cartesian forces (eV/Å) of the 2 atoms listed first:
-0.0987 0.7740 0.0821
0.7098 -0.0035 -0.5204

Values from the calculation:
- HOMO energy (eV) = -9.435

Here are the Mulliken charges for atoms 1 to 6, given in e:
1 C -1.53
2 C 1.49
3 C -0.07
4 O -0.37
5 C 0.54
6 O -0.54



Entry from OMol25: a structure of composition C26H33BrCl5N5NiS2Te at a distorted geometry (ωB97M-V/def2-TZVPD).

Element x y z (Å)
Ni (-0.3175, -0.7949, 0.4805)
Cl (-2.7453, -1.4689, 0.1688)
C (-1.9672, -2.8897, 0.7593)
C (-0.6013, -2.7357, 0.9950)
C (0.0655, -3.8893, 1.3962)
Cl (1.7690, -3.8264, 1.6521)
C (-0.5885, -5.1063, 1.5746)
Cl (0.2888, -6.5095, 2.0519)
C (-1.9616, -5.1945, 1.3656)
Cl (-2.7883, -6.6855, 1.6059)
C (-2.6676, -4.0673, 0.9495)
Cl (-4.3694, -4.1526, 0.6888)
C (1.4758, 2.5573, 5.4224)
C (0.4525, 1.4305, 5.5840)
N (-0.3779, 1.2338, 4.4110)
C (-1.5581, 2.0698, 4.2889)
C (-1.3424, 3.3136, 3.4225)
C (-0.0256, 0.4095, 3.3903)
C (1.1447, -0.5014, 3.5636)
N (-0.6595, 0.3216, 2.2773)
H (2.1652, 2.5465, 6.2627)
H (0.9822, 3.5247, 5.3956)
H (2.0403, 2.4365, 4.5006)
H (-0.2039, 1.6563, 6.4302)
H (0.9719, 0.5013, 5.8166)
H (-1.8648, 2.3703, 5.2934)
H (-2.3761, 1.4688, 3.8737)
H (-0.6846, 4.0202, 3.9226)
H (-2.2948, 3.8028, 3.2286)
H (-0.8873, 3.0408, 2.4723)
H (1.0276, -1.1418, 4.4338)
H (2.0707, 0.0646, 3.6431)
H (1.1740, -1.1235, 2.6656)
H (-1.4640, 0.9387, 2.2046)
Te (2.0042, -1.0030, -0.4762)
C (3.7641, -1.1259, 0.6442)
C (4.0700, -1.4856, 1.9247)
C (5.4407, -1.3566, 2.2272)
C (6.1773, -0.9067, 1.1786)
S (5.1983, -0.6404, -0.2061)
H (3.3447, -1.8316, 2.6362)
H (5.8650, -1.5999, 3.1839)
H (7.2298, -0.7106, 1.1311)
Br (-1.9006, 4.7357, -3.2536)
C (-1.4997, 3.1397, -2.2868)
C (-0.4806, 2.3014, -2.7070)
C (-0.2474, 1.1500, -1.9778)
N (-0.9327, 0.8112, -0.8898)
C (-1.9134, 1.6285, -0.5044)
C (-2.2363, 2.8000, -1.1630)
H (0.1074, 2.5305, -3.5812)
H (0.5300, 0.4679, -2.3019)
H (-2.4982, 1.3285, 0.3557)
H (-3.0487, 3.4220, -0.8177)
C (1.8897, 6.7431, -0.6679)
C (2.8150, 6.2244, 0.4324)
N (2.5827, 4.8229, 0.7145)
C (2.8791, 3.7795, -0.1006)
S (2.1243, 2.3280, 0.2215)
N (3.7450, 3.9652, -1.1078)
C (4.2969, 2.9106, -1.9268)
C (5.7343, 2.5839, -1.5426)
H (2.0180, 7.8129, -0.8026)
H (0.8544, 6.5500, -0.3977)
H (2.0924, 6.2427, -1.6120)
H (2.6360, 6.7696, 1.3610)
H (3.8653, 6.3771, 0.1643)
H (1.8009, 4.6242, 1.3211)
H (4.2052, 4.8604, -1.1809)
H (4.2495, 3.2398, -2.9726)
H (3.6657, 2.0264, -1.7968)
H (6.3604, 3.4710, -1.6034)
H (6.1270, 1.8330, -2.2193)
H (5.7795, 2.1893, -0.5324)

Cartesian forces (eV/Å) of the 2 atoms listed first:
0.2614 0.0894 0.7859
-1.0541 0.4184 -0.1660

Values from the calculation:
- HOMO energy (alpha / beta) (eV) = -6.036 / -6.002
- ⟨S²⟩ = 2.013
- spin multiplicity = 3
- energy above the lowest of the compared OMol25 structures with the same formula, charge and spin (kcal per mole) = 4.5

Here are the Mulliken charges for atoms 1 to 6, given in e:
1 Ni -0.18
2 Cl -0.26
3 C 1.30
4 C -1.44
5 C 1.65
6 Cl -0.19



Entry from OMol25: a structure of composition C26H33MoN4O2S2 (ωB97M-V/def2-TZVPD).

Element x y z (Å)
Mo (-0.2283, 0.5845, -0.0370)
C (-2.4099, 2.4902, -1.4761)
N (-1.6567, 1.2136, -1.6537)
C (-2.6118, 0.0855, -1.7705)
C (-3.1497, -0.2690, -0.3941)
N (-2.0663, -0.7602, 0.5134)
C (-1.7942, -2.1793, 0.1926)
C (-2.4810, -0.5778, 1.9048)
C (-3.1479, -1.5621, 2.6196)
C (-3.5335, -1.3286, 3.9333)
C (-3.2646, -0.1055, 4.5270)
C (-2.6046, 0.8816, 3.8112)
C (-2.2012, 0.6541, 2.4997)
S (-1.3422, 1.9152, 1.6081)
C (-0.7807, 1.4106, -2.8123)
C (-1.1507, 1.0520, -4.0953)
C (-0.2933, 1.3202, -5.1561)
C (0.9098, 1.9676, -4.9267)
C (1.2703, 2.3414, -3.6378)
C (0.4330, 2.0568, -2.5688)
S (0.9231, 2.3855, -0.8859)
H (-2.9900, 2.6798, -2.3816)
H (-1.7046, 3.3003, -1.3146)
H (-3.0626, 2.4316, -0.6119)
H (-2.0840, -0.7581, -2.2164)
H (-3.4478, 0.3429, -2.4271)
H (-3.9292, -1.0316, -0.4802)
H (-3.5980, 0.6032, 0.0760)
H (-2.7004, -2.7817, 0.2696)
H (-1.0385, -2.5741, 0.8674)
H (-1.4146, -2.2528, -0.8217)
H (-3.3724, -2.5201, 2.1726)
H (-4.0448, -2.1046, 4.4862)
H (-3.5643, 0.0811, 5.5494)
H (-2.3838, 1.8371, 4.2689)
H (-2.0994, 0.5653, -4.2814)
H (-0.5745, 1.0306, -6.1594)
H (1.5756, 2.1817, -5.7519)
H (2.2140, 2.8395, -3.4549)
C (1.1808, -1.9212, -2.8769)
C (1.6235, -1.6219, -1.4528)
C (1.7553, -2.8838, -0.6171)
C (2.9043, -0.8035, -1.4384)
O (0.5737, -0.8096, -0.8725)
H (1.9245, -2.5429, -3.3758)
H (1.0634, -0.9941, -3.4408)
H (0.2311, -2.4603, -2.8785)
H (2.5711, -3.4973, -0.9999)
H (0.8401, -3.4760, -0.6530)
H (1.9781, -2.6308, 0.4210)
H (3.6942, -1.3470, -1.9575)
H (3.2353, -0.6168, -0.4160)
H (2.7509, 0.1510, -1.9434)
N (4.5477, 2.5736, 2.4203)
C (4.4748, 1.3564, 3.0191)
O (5.3927, 0.8521, 3.6266)
C (3.1758, 0.6086, 2.8619)
C (2.8799, -0.3911, 3.7794)
C (1.7034, -1.1024, 3.6333)
C (0.8757, -0.8067, 2.5660)
N (1.1622, 0.1386, 1.6639)
C (2.2975, 0.8330, 1.8192)
H (5.3882, 3.1049, 2.5810)
H (3.7222, 3.0794, 2.1528)
H (3.5798, -0.5905, 4.5803)
H (1.4226, -1.8802, 4.3288)
H (-0.0579, -1.3353, 2.4304)
H (2.5087, 1.5678, 1.0539)

Cartesian forces (eV/Å) of the 2 atoms listed first:
-0.1275 0.0777 0.0829
-0.0093 0.0239 -0.0020

Values from the calculation:
- net charge = +1
- HOMO energy (alpha / beta) (eV) = -10.851 / -10.857
- energy above the lowest of the compared OMol25 structures with the same formula, charge and spin (kcal per mole) = 0.0

Here are the Mulliken charges for atoms 1 to 6, given in e:
1 Mo -0.08
2 C -1.32
3 N 1.30
4 C -0.66
5 C -1.57
6 N 2.09



Entry from OMol25: the molecule C26H33N3O4S (ωB97M-V/def2-TZVPD).

Element x y z (Å)
C (3.0708, -6.4273, 3.1107)
O (1.8071, -6.2391, 2.5228)
C (1.5175, -5.0203, 1.9850)
C (2.3709, -3.9238, 1.9766)
C (1.9767, -2.7290, 1.4003)
C (0.7261, -2.6064, 0.8102)
N (0.2513, -1.4216, 0.2419)
C (0.9307, -0.3674, -0.2941)
S (2.5425, -0.4272, -0.6509)
N (0.1694, 0.7394, -0.5263)
C (0.6597, 1.7735, -1.4147)
C (0.1860, 1.6015, -2.8621)
C (0.7289, 0.3448, -3.5428)
N (0.1049, -0.8853, -3.0773)
C (-1.2212, -1.0797, -3.6377)
C (-1.8247, -2.3641, -3.0716)
O (-1.0380, -3.4838, -3.3834)
C (0.2746, -3.3193, -2.8913)
C (0.9255, -2.0410, -3.4135)
C (-0.9468, 1.0844, 0.3448)
C (-2.2529, 1.2906, -0.4221)
C (-0.5859, 2.2992, 1.1600)
C (0.5610, 2.5819, 1.8264)
C (0.3654, 3.8517, 2.4493)
C (1.1596, 4.6640, 3.2540)
C (0.6204, 5.8545, 3.6879)
C (-0.6704, 6.2371, 3.3393)
C (-1.4877, 5.4480, 2.5371)
O (-2.7306, 5.9292, 2.2650)
C (-3.5936, 5.1480, 1.4719)
C (-0.9420, 4.2420, 2.0946)
O (-1.5097, 3.2849, 1.3039)
C (-0.1387, -3.7029, 0.8404)
C (0.2502, -4.8911, 1.4145)
H (3.2207, -5.7592, 3.9652)
H (3.8780, -6.2775, 2.3865)
H (3.0843, -7.4600, 3.4558)
H (3.3522, -3.9786, 2.4197)
H (2.6541, -1.8925, 1.4089)
H (-0.7367, -1.4487, 0.0250)
H (0.3243, 2.7429, -1.0393)
H (1.7527, 1.7573, -1.3916)
H (0.5446, 2.4667, -3.4233)
H (-0.9027, 1.6075, -2.9040)
H (0.6100, 0.4503, -4.6366)
H (1.7970, 0.2728, -3.3294)
H (-1.8603, -0.2342, -3.3769)
H (-1.1829, -1.1599, -4.7399)
H (-2.8108, -2.5499, -3.5024)
H (-1.9206, -2.2668, -1.9771)
H (0.8356, -4.1939, -3.2239)
H (0.2618, -3.3004, -1.7932)
H (1.9033, -1.9244, -2.9428)
H (1.0620, -2.1246, -4.5064)
H (-1.0836, 0.2600, 1.0559)
H (-2.1966, 2.1768, -1.0477)
H (-2.4580, 0.4258, -1.0486)
H (-3.0727, 1.4218, 0.2796)
H (1.4424, 1.9753, 1.8660)
H (2.1590, 4.3615, 3.5211)
H (1.2037, 6.5125, 4.3138)
H (-1.0757, 7.1725, 3.6898)
H (-4.5183, 5.7181, 1.3949)
H (-3.1825, 4.9844, 0.4720)
H (-3.8002, 4.1804, 1.9376)
H (-1.1273, -3.6210, 0.4088)
H (-0.4135, -5.7405, 1.4337)

Cartesian forces (eV/Å) of the 2 atoms listed first:
0.1780 -0.0221 0.0891
-0.2648 0.0636 -0.1498

Values from the calculation:
- HOMO energy (eV) = -7.800
- structure (SMILES) = COc1ccc(NC(=S)N(CCCN2CCOCC2)[C@H](C)c2cc3cccc(OC)c3o2)cc1
- energy above the lowest of the compared OMol25 structures with the same formula, charge and spin (kcal per mole) = 80.3

Here are the Mulliken charges for atoms 1 to 6, given in e:
1 C -0.84
2 O -0.47
3 C 0.84
4 C -0.65
5 C -0.86
6 C 0.05



Entry from OMol25: a cluster of 2 separate species, C26H33N4 in total at a distorted geometry (ωB97M-V/def2-TZVPD).

Element x y z (Å)
C (-0.7665, -4.0571, 1.1453)
C (-0.7827, -2.5569, 1.3729)
N (-1.9292, -1.8597, 0.7352)
C (-3.0516, -2.4578, 1.0420)
C (-4.4292, -1.7970, 1.1879)
C (-5.3797, -2.9605, 1.5309)
C (-4.5100, -4.2078, 1.7235)
N (-3.1837, -3.7750, 1.3422)
C (-2.0867, -4.6584, 1.5971)
H (-0.6236, -4.2954, 0.0831)
H (0.0767, -4.4716, 1.7236)
H (-0.8387, -2.3633, 2.4699)
H (0.1124, -2.0858, 0.9537)
H (-4.4304, -1.0616, 2.0085)
H (-4.6819, -1.2891, 0.2536)
H (-5.9316, -2.7395, 2.4515)
H (-6.1041, -3.1678, 0.7380)
H (-4.5145, -4.5330, 2.7786)
H (-4.8241, -5.0767, 1.1147)
H (-2.2961, -5.6094, 1.0964)
H (-2.0289, -4.8299, 2.6847)
C (-0.7496, 3.2899, -6.0273)
N (-0.6454, 2.0146, -5.3593)
C (-1.3465, 0.8769, -5.9312)
C (-1.1214, -0.2625, -4.9094)
C (-0.4406, 0.3978, -3.7521)
C (-0.1164, 1.7307, -4.1354)
C (0.6998, 2.5261, -3.3042)
C (1.0744, 2.0085, -2.0692)
C (0.4497, 0.8324, -1.5152)
C (0.4886, 0.5286, -0.1378)
C (1.4241, 1.0609, 0.8143)
C (2.2470, 0.2531, 1.6815)
C (3.1690, 0.8459, 2.5361)
C (3.3425, 2.2551, 2.5312)
N (4.2239, 2.6326, 3.5024)
C (4.6225, 3.9682, 3.8764)
C (4.6344, 1.5223, 4.3338)
C (4.0245, 0.2856, 3.6345)
C (2.6268, 3.0595, 1.6269)
C (1.6073, 2.4737, 0.8952)
C (-0.1997, -0.0378, -2.4638)
H (-0.2808, 4.0773, -5.4280)
H (-0.2748, 3.2539, -7.0204)
H (-1.8053, 3.5595, -6.2072)
H (-2.4148, 1.1211, -6.0625)
H (-0.9405, 0.6583, -6.9315)
H (-2.0650, -0.7452, -4.6306)
H (-0.4984, -1.0288, -5.3909)
H (0.9823, 3.5159, -3.6342)
H (1.8454, 2.5003, -1.4831)
H (-0.3343, -0.1198, 0.2364)
H (2.1387, -0.8338, 1.6227)
H (4.3513, 4.6774, 3.0886)
H (4.1599, 4.2908, 4.8250)
H (5.7114, 4.0034, 4.0386)
H (5.7324, 1.5066, 4.4065)
H (4.2502, 1.6540, 5.3602)
H (3.4752, -0.3248, 4.3706)
H (4.8421, -0.3346, 3.2490)
H (2.8580, 4.1158, 1.5547)
H (0.9356, 3.0922, 0.3076)
H (-0.4792, -1.0485, -2.1322)

Cartesian forces (eV/Å) of the 2 atoms listed first:
0.3725 -0.1245 -0.2983
-0.4314 0.3837 -0.5572

Values from the calculation:
- net charge = +1
- HOMO energy (eV) = -9.688
- energy above the lowest of the compared OMol25 structures with the same formula, charge and spin (kcal per mole) = 36.1

Here are the Mulliken charges for atoms 1 to 6, given in e:
1 C -0.63
2 C -0.21
3 N -0.46
4 C -0.04
5 C -0.39
6 C -0.47